DFT (the ωB97M-V functional and the def2-TZVPD basis) results for the ion C9H9Cl2N3 with charge +2.

Kohn-Sham gap (alpha / beta) in eV: 7.3008 / 7.3002
Structure (SMILES): [H]/N=C(Cl)/[NH+]=C\[NH+]=C(/Cl)c1ccccc1
Relative energy (zero: lowest compared OMol25 entry of this formula, charge and spin) in kJ/mol: 74.2
Net charge: +2

```
23
Properties=species:S:1:pos:R:3:forces:R:3
H -3.184000 0.031482 1.757193 0.9 1.8 -0.8
N -2.559586 0.786714 1.326256 0.6 -1.8 0.8
C -3.013685 1.867584 0.952514 -3.3 -0.9 0.1
Cl -4.680598 2.343821 0.995724 0.2 0.0 0.1
N -2.284814 2.842635 0.295791 -0.2 1.8 0.0
C -1.016865 2.991882 0.328292 5.4 0.5 -1.6
N -0.037470 2.126380 0.619722 1.8 -0.4 0.7
C 0.051339 0.806612 1.247068 -0.3 0.2 -1.4
Cl 0.172094 0.729016 2.868206 -0.2 0.8 1.5
C 0.372314 -0.308379 0.506090 0.8 -1.9 0.0
C 0.534316 -1.591267 1.179706 -1.4 0.0 2.0
C 1.047330 -2.697853 0.576724 -0.4 1.3 -1.1
C 1.360020 -2.696059 -0.802993 0.3 -0.8 1.3
C 1.158675 -1.529735 -1.500441 0.5 2.0 -2.8
C 0.729774 -0.333869 -0.861403 -0.4 -0.4 -2.0
H -2.779223 3.670297 -0.042743 -0.3 -0.3 0.1
H -0.406488 3.880557 -0.119897 -2.4 -0.9 0.7
H 0.971650 2.493726 0.500971 -2.2 -0.4 0.2
H 0.050591 -1.741230 2.213631 1.2 0.4 -1.7
H 1.084695 -3.585754 1.109043 0.2 -1.6 1.0
H 1.747075 -3.648469 -1.222122 -0.4 1.0 -0.1
H 1.424303 -1.533789 -2.654060 -0.7 0.3 2.6
H 0.562973 0.576520 -1.473798 0.4 -0.7 0.4
```
Forces are in eV/Å.

=====

DFT (the ωB97M-V functional and the def2-TZVPD basis) results for an isolated molecule of C9H9ClINO2.

Kohn-Sham gap in eV: 8.5553
Structure (SMILES): COC(=O)c1ccc([C@](N)(Cl)I)cc1
Relative energy (zero: lowest compared OMol25 entry of this formula, charge and spin) in kJ/mol: 7.5

```
23
Properties=species:S:1:pos:R:3:forces:R:3
C -0.736130 -4.356913 -0.669821 2.1 0.1 -1.1
O -0.289955 -2.958831 -0.626835 0.3 -2.5 -0.7
C -0.998231 -2.249844 0.168616 -1.9 0.8 2.2
O -1.914489 -2.651592 0.868071 0.5 0.2 -0.3
C -0.568923 -0.865321 0.159246 0.2 1.2 -1.4
C -0.886141 -0.050306 1.226720 -0.3 0.8 -0.3
C -0.608720 1.292226 1.250792 1.3 1.0 0.2
C 0.180523 1.846061 0.217554 -0.6 -1.6 -0.9
C 0.816493 3.154651 0.290515 1.1 1.3 1.5
N 1.607873 3.588041 -0.758719 -0.2 0.1 1.1
Cl 2.175663 2.563546 1.946220 -0.5 0.6 -0.9
I -0.283903 4.756039 1.162172 0.1 -0.3 -0.1
C 0.465045 1.035899 -0.891910 -0.2 -0.4 -0.4
C 0.027365 -0.302057 -0.968428 1.3 0.2 -2.1
H 0.162227 -4.953177 -0.319998 -1.4 0.4 -0.7
H -1.002262 -4.422403 -1.716889 0.5 -0.9 -0.3
H -1.634347 -4.563889 -0.145381 -0.4 0.2 1.0
H -1.440402 -0.467515 2.013544 -0.5 -0.6 1.0
H -0.774151 1.912220 2.151154 -0.2 -0.5 -0.6
H 2.286227 4.326275 -0.530675 -0.8 -0.3 0.1
H 2.117826 2.783193 -1.029551 0.9 -0.7 -0.8
H 1.033541 1.401044 -1.762771 -0.5 0.0 0.6
H 0.264874 -0.817348 -2.033626 -0.8 0.8 3.1
```
Forces are in eV/Å.

=====

DFT (the ωB97M-V functional and the def2-TZVPD basis) results for an isolated molecule of C9H9ClN2.

Expectation value of S²: 2.0463
Kohn-Sham gap (alpha / beta) in eV: 6.8500 / 6.3430
Spin multiplicity: 3
Relative energy (zero: lowest compared OMol25 entry of this formula, charge and spin) in kJ/mol: 23.7

```
21
Properties=species:S:1:pos:R:3:forces:R:3
C 4.324542 -0.937994 0.442895 0.9 -0.7 0.0
C -0.887969 1.886827 -1.184442 3.7 1.2 1.0
C -1.861880 0.907815 -0.958196 -1.8 -0.1 -1.9
C 0.460428 1.886492 -0.738486 -4.2 1.3 -0.8
C -2.111912 0.044834 0.125793 -0.1 0.9 4.3
C 3.031166 -0.629362 0.277249 -5.4 0.7 -0.8
C 2.402048 0.570901 -0.009141 -2.4 -0.5 0.8
C 0.970645 0.769089 -0.116504 3.6 -3.1 0.6
C -2.380951 -1.252084 0.298858 -0.1 -1.3 -0.2
N 5.365951 -1.401052 0.548116 1.7 -0.3 0.3
N -2.471744 -1.984126 1.484204 -0.7 -1.0 -0.5
Cl -2.589904 -2.196703 -1.131158 0.0 -0.6 -0.2
H -1.157680 2.699843 -1.847019 -0.2 0.1 0.1
H -2.676821 1.021778 -1.682213 0.2 -0.6 0.0
H 1.100532 2.727355 -0.776279 0.3 0.9 -0.7
H -2.209359 0.556149 1.156771 0.9 -0.5 -1.3
H 2.176693 -1.326535 0.222018 1.4 -1.0 0.5
H 3.022725 1.390345 -0.047702 1.1 2.2 -0.4
H 0.270218 -0.059831 -0.004063 0.6 -0.1 0.2
H -2.679951 -2.991650 1.594615 0.0 1.2 -1.3
H -2.096771 -1.682096 2.344686 0.5 1.2 0.5
```
Forces are in eV/Å.

=====

no.,electronic energy (Ha)
1,-1432.2881
2,-1311.4396
3,-917.8527